Density functional theory data (ωB97M-V/def2-TZVPD) for C43H87BGaN5O9S as an isolated structure.

Structure (XYZ):
```
147
Properties=species:S:1:pos:R:3:mulliken_charge:R:1
H -1.8510 3.0741 2.2270 0.16
H -0.2716 9.7489 -0.9504 0.38
H 2.8915 7.6917 -0.9321 0.32
H 1.3558 0.9197 1.8818 0.41
H 5.3453 9.6200 8.7727 0.48
C -3.3652 -9.6293 -7.5680 -1.27
C 3.5998 7.6142 5.5777 1.74
H -2.4502 -10.2364 -10.6490 0.42
H 3.6171 9.9160 8.5931 0.30
H -0.8450 -10.7083 -9.3925 0.37
O 0.3967 -1.0327 0.4755 -0.14
H -2.8842 8.3704 -1.1458 0.41
H -5.1628 -9.1803 -3.1495 0.38
H 1.9164 -3.3680 2.2084 0.29
C 0.4963 -5.1111 1.9908 -0.21
H 2.0395 6.4002 6.5004 0.39
H -3.4507 2.5758 4.2723 0.34
H 0.8913 6.5738 -2.5759 0.28
H 0.3655 2.7553 4.4182 0.27
H 3.5749 6.3465 7.3616 0.39
C -0.0332 2.4132 3.4250 -0.44
H -2.1827 1.4810 4.9156 0.30
C -1.9691 -6.8503 -10.6295 -1.78
H 5.8099 11.3852 7.3073 0.43
H -3.8863 1.2510 2.2773 0.33
C -0.0966 -7.0418 3.6239 -0.80
H 1.7764 -6.8786 2.4582 0.38
C 1.2922 5.6968 -0.6377 -1.17
H 1.8158 8.9312 -0.2969 0.34
H 1.6989 -5.6993 3.7986 0.42
C 2.8968 7.0019 6.8095 -2.06
C -1.2069 -9.4137 -6.4003 -1.91
C 1.9365 6.3007 1.6602 -1.96
C -1.0217 -7.7582 2.5709 -0.70
H 1.6861 9.4930 6.5825 0.35
C 0.8624 -3.6336 2.4820 -0.70
H -5.2890 -9.2923 -8.4697 0.41
H -4.2205 -10.2607 -9.4540 0.30
C 5.9359 10.5293 6.6394 -1.85
C -0.2321 -8.5583 1.4498 -0.43
C -2.1202 -9.2476 -10.9653 -1.93
H -1.7391 -8.4934 3.0269 0.42
H 1.4240 5.4045 2.0160 0.18
H 0.6766 -3.5817 3.5903 0.50
H -0.0527 1.2904 3.4326 0.18
H 6.1383 10.9331 5.6461 0.37
H -2.5890 -0.3834 1.2692 0.39
C 1.1724 1.9269 1.4330 -0.89
O -1.4715 -7.2618 -7.9867 -0.56
C -2.5781 1.9276 3.9627 -0.72
H 4.6258 5.7345 5.1616 0.49
H -1.5964 3.8849 3.8115 0.33
O -0.7057 6.7251 1.4422 -0.54
H 1.1495 -3.2567 -1.6456 0.26
H -1.3760 -10.3390 -5.8453 0.52
O -1.8152 -3.2830 0.5626 -0.71
H -1.4986 5.6096 -0.9268 0.31
C -3.1592 0.8068 3.0172 -0.83
H -1.2234 0.6451 1.8193 -0.43
O 5.5420 8.5647 4.8566 -0.57
H -0.1271 -9.2559 -6.4610 0.48
H 2.9930 5.8136 4.5071 0.41
H -4.4346 -8.0144 -10.4295 0.40
C 0.4123 5.8906 -1.8676 -0.69
C -0.8881 7.6747 -0.6194 1.74
C -2.0699 0.0191 2.1848 0.17
N -2.2491 -10.7178 -2.9432 -0.48
H -0.3948 -11.1740 -7.8016 0.48
H 4.3009 8.3052 8.4115 0.36
C -1.2466 -10.8219 -8.3868 -1.71
N -3.3183 -10.2771 -3.6884 -0.05
C 1.0708 -6.1911 3.0061 -0.79
H 2.3117 5.4722 -0.9623 0.50
H -4.0479 -7.2560 -8.9042 0.36
C -0.9697 6.3987 -1.4722 -1.17
H -2.1768 -8.1663 0.3684 0.41
H 1.6191 10.4302 5.1116 0.41
H -3.6850 0.0513 3.6649 0.33
C 3.5319 10.5116 6.0921 -1.45
H -0.6889 -8.3341 -0.7246 0.39
C -2.5671 -10.3207 -1.7070 0.36
H 0.3435 1.7913 0.6783 0.24
N -0.0340 7.4850 0.5896 0.34
C -4.2478 -9.3921 -8.7891 -0.67
C -1.5271 -1.2594 2.9787 -0.83
C -1.2021 -8.6930 0.2064 -0.77
C 1.3079 6.8672 0.3713 2.48
H 0.8524 -5.2781 0.9390 0.13
H -1.6364 -6.9799 2.0579 0.30
H -3.5990 -10.6096 -7.1456 0.39
O 0.3732 -0.9776 -1.9324 -0.59
H -0.5907 -0.8611 -1.9375 0.28
H 6.8187 9.9763 6.9689 0.47
H 4.2835 6.6773 3.7044 0.29
C 2.2629 9.7653 5.6939 -0.78
H -1.6347 -8.6090 -5.8011 0.35
H 3.8956 11.0258 5.1944 0.42
N -1.4666 -8.3765 -8.7018 0.38
H -3.6674 -8.8997 -6.8079 0.38
H -2.2819 9.0257 0.3759 0.45
O 0.7930 2.9299 2.3807 -0.21
H 1.9301 7.0390 2.4654 0.31
B 0.7144 -1.6481 -0.7139 0.30
H 0.1671 -9.5387 1.8171 0.46
N 4.8468 8.3415 5.9621 0.41
H -1.0683 -9.3140 -11.2540 0.38
C 2.3008 7.9851 -0.0615 -1.86
H -2.5348 -6.7608 -11.5598 0.40
H -0.8517 -0.9753 3.8309 0.25
O -3.7639 -9.6622 -1.5894 -0.26
H 2.9953 8.8508 3.8935 0.29
H 1.6751 7.9859 4.6415 0.48
C 4.6723 9.6429 6.6707 1.83
H -2.8725 7.3599 0.2832 0.35
C 2.5962 8.5320 4.8630 -1.04
H 2.0893 2.2148 0.8470 0.33
H -0.7558 -6.3190 4.1854 0.26
C -0.3595 8.8171 -1.5151 -1.89
C -3.8243 -8.1279 -9.5285 -1.22
H 3.2711 11.3024 6.8010 0.41
H 0.6605 -7.9869 1.0765 0.19
H 0.3102 4.9376 -2.3937 0.46
C 3.8986 6.3972 4.6859 -1.67
H -1.9834 -11.6275 -8.4148 0.32
C -4.1973 -9.6626 -2.9211 0.04
Ga -0.4852 -2.3657 1.5602 0.04
H -1.0454 9.0010 -2.3454 0.41
C -2.3101 8.1289 -0.2484 -1.85
H -0.6252 -5.1353 1.9577 0.15
S -1.6517 -10.4770 -0.1424 -0.16
H 2.9762 6.0140 1.4824 0.51
H 0.2596 -7.8242 4.3476 0.39
H -2.4324 -1.8049 3.3531 0.43
H -1.5587 6.5838 -2.3755 0.39
H -2.6934 -9.0187 -11.8668 0.42
H 2.9979 8.2391 0.7401 0.41
H 0.9368 4.7928 -0.1291 0.07
H -2.1939 -5.9591 -10.0417 0.37
C -2.3327 -8.1527 -9.8963 1.71
C -1.5334 2.8904 3.2830 -0.30
H 0.6058 8.6027 -1.9718 0.40
O 1.3676 -2.9098 -0.7592 -0.55
H 2.5016 7.7451 7.5014 0.44
C -1.8427 -9.5086 -7.8030 1.79
C 4.4626 9.3575 8.1857 -1.67
H -1.4170 -3.8399 -0.1251 0.24
H -0.9073 -6.8317 -10.8867 0.44
```

The value obtained for the calculated total energy is -135765.808 eV. As for the total charge: -1. Its spin multiplicity is 4. Its HOMO-LUMO gap (alpha / beta) is 0.244 / 0.222 hartree.

=====

Density functional theory data (ωB97M-V/def2-TZVPD) for C30H31I2N6O4Tl as an isolated structure.

Structure (XYZ):
```
74
Properties=species:S:1:pos:R:3:mulliken_charge:R:1
C 4.0709 0.8182 3.1835 -0.29
N 0.7108 -2.0072 -1.0746 0.06
H -0.3764 2.5763 -0.5183 0.19
N -3.0048 0.1140 0.1987 -0.04
C -2.4171 1.2531 -5.5346 -1.09
C 2.2920 -0.3092 4.3406 -0.33
C -0.8717 2.8586 1.4372 -0.98
C 2.3293 -2.9691 -2.5157 -1.34
I 1.1924 -7.4636 -1.5057 0.05
N -1.4698 0.5913 2.3930 -0.02
C 1.8908 1.5983 -1.1636 -1.49
C 0.8811 -4.4122 -1.2409 0.80
O 0.9761 -0.6047 1.9139 -0.85
H 1.9715 -0.8514 -2.1936 0.39
H -2.4927 2.3587 2.7909 0.42
H 3.1289 -2.8083 -3.2252 0.44
H -1.2782 3.8755 1.4991 0.45
N 1.5322 0.9181 -0.1397 0.78
H 2.4196 -5.0945 -2.5925 0.19
C 1.1927 1.7665 -2.4276 1.58
H -0.6763 0.1427 2.8323 0.24
H 0.2098 2.9266 1.5686 0.38
C 0.2894 -3.2410 -0.7203 0.20
H 4.8512 0.3695 6.4508 0.38
N -1.0969 2.2720 0.1238 0.01
H -2.6036 2.3223 -5.6713 0.39
H -2.7642 3.4684 -0.4219 0.50
C -3.5051 -0.5549 1.3992 -0.56
H 1.8367 3.5278 -5.2820 0.38
C -0.6094 1.5369 -4.0411 0.49
Tl -0.4622 -0.2066 0.1150 2.65
H -4.5701 -0.3445 1.5475 0.52
C 1.9342 -4.2272 -2.1651 -0.58
C 3.0203 -0.2554 5.5210 -0.81
H -0.3810 2.6017 -5.8753 0.45
H -1.0431 -6.6783 0.4005 0.36
H 2.8366 2.1329 -1.0624 0.36
H -3.7014 1.8410 1.1089 0.34
H -1.7874 0.8953 -6.3529 0.39
N 2.3650 0.9983 0.9595 -1.26
H -0.8969 2.2907 3.4990 0.46
H -3.3552 0.5028 3.3047 0.47
H -2.2827 2.1894 -1.5553 -0.05
C -2.7181 -0.1193 2.6715 -0.95
C 2.8075 0.2359 3.1693 0.65
C 1.9880 0.1826 1.9190 0.15
H 1.3236 -0.7915 4.3102 0.43
C 0.3776 -5.6640 -0.8122 -0.25
C 1.8545 2.6038 -3.3619 -1.24
O -1.3537 -2.1842 0.6458 -0.15
O -0.7564 0.3852 -2.0219 -0.99
H -4.3657 1.5901 -0.4895 0.55
C -3.4502 1.5067 0.1019 -0.96
I -2.8503 -4.6786 1.8997 -0.01
H -3.3612 0.7158 -5.5554 0.23
H -3.2448 -0.4155 -0.6306 0.32
C 1.6837 -1.8637 -1.9371 0.03
H -2.4916 -1.0221 3.2390 0.39
C -1.4687 2.0354 2.6040 -0.91
C 1.3142 2.8912 -4.5808 -1.17
C -2.4016 2.4358 -0.5012 -0.49
H 4.4673 1.2335 2.2672 0.45
C -1.2480 -4.5449 0.5701 -0.50
C -0.0572 1.1854 -2.7618 0.94
H -3.3832 -1.6211 1.2550 0.04
C 0.0574 2.3543 -4.9192 -0.49
C 4.2780 0.3313 5.5325 -0.36
C 4.8032 0.8617 4.3603 -0.72
C -0.6615 -5.7209 0.0734 -0.40
H 2.6103 -0.6795 6.4290 0.39
C -0.8110 -3.2774 0.2086 -0.15
H 5.7895 1.3077 4.3647 0.39
O -1.8332 0.9875 -4.2763 -0.23
H 2.8164 3.0199 -3.0815 0.37
```

The value obtained for the calculated total energy is -69637.952 eV. Its HOMO-LUMO gap is 0.278 hartree.

=====

Density functional theory data (ωB97M-V/def2-TZVPD) for a 2-piece molecular cluster, C2H3N3O2 overall.

Structure (XYZ):
```
10
Properties=species:S:1:pos:R:3:mulliken_charge:R:1
H 0.3751 -0.0580 -1.9037 0.19
C -0.5050 1.5026 -0.0301 0.10
H 1.8421 0.6029 0.8610 0.26
C 0.0709 0.2169 -0.1223 0.14
N 1.0964 -0.1413 0.7331 -0.46
N -0.8782 -0.9078 -0.1201 1.01
H 1.2802 -1.1629 0.7194 0.27
O -2.0774 -0.6936 -0.2524 -0.56
N -0.7630 2.6030 0.0835 -0.32
O -0.4411 -1.9618 0.0316 -0.62
```

The value obtained for the calculated total energy is -10681.359 eV. For the energy above the lowest of the compared OMol25 structures with the same formula, charge and spin, the calculation gives 684.9 kJ/mol. Its HOMO-LUMO gap (alpha / beta) is 0.321 / 0.321 hartree.

=====

Density functional theory data (ωB97M-V/def2-TZVPD) for one molecule with the formula C3H3BrClF.

Structure (XYZ):
```
9
Properties=species:S:1:pos:R:3:mulliken_charge:R:1
Br -1.0583 -2.0717 1.7162 -0.07
C -0.2789 0.6886 0.7810 -0.09
H -1.2325 1.0016 1.1230 0.41
Cl 1.8332 -1.1249 2.2069 -0.17
H -0.2815 -0.8577 -0.7992 0.24
C 0.4162 -0.3639 -0.1003 -0.63
F 0.5949 1.5845 1.2058 -0.25
C 0.3943 -1.0267 1.2373 0.20
H 1.3103 -0.0596 -0.3508 0.37
```

The value obtained for the calculated total energy is -88439.059 eV. For the energy above the lowest of the compared OMol25 structures with the same formula, charge and spin, the calculation gives 110.3 kJ/mol. Its HOMO-LUMO gap is 0.332 hartree. As for the SMILES: F[C@H]1C[C@]1(Cl)Br.

=====

Density functional theory data (ωB97M-V/def2-TZVPD) for C11H19AgINO4P as an isolated structure.

Structure (XYZ):
```
38
Properties=species:S:1:pos:R:3:mulliken_charge:R:1
H -5.4805 0.2021 -2.7802 0.38
C 3.2982 0.6850 -0.7123 -0.62
H 3.8513 1.5958 -0.5193 0.40
H -0.0126 1.1962 2.0327 0.44
H 4.1084 -2.3864 1.1508 0.33
C -2.7599 0.1655 -0.8426 -1.01
H 2.7819 0.7850 -1.6654 0.31
C -3.6961 -0.8460 -0.1277 0.14
Ag 4.2736 -4.2809 -1.5746 0.53
O -5.5274 0.2603 -1.8133 -0.42
N -2.6649 0.6883 1.4155 -0.35
O 4.3401 -0.3315 -0.8612 -0.31
C 2.2958 0.4229 0.3942 -0.10
I -7.0254 -1.5336 0.3421 0.36
H -3.3180 1.0961 -0.7939 0.44
H -1.2983 2.3113 -0.3273 0.51
O -4.7702 -0.1040 1.9859 -0.47
H -2.9385 1.6675 1.4710 0.35
C 4.0563 -1.6102 -0.8432 0.93
H 2.8455 0.0149 1.2441 0.35
C 4.7166 -2.4057 0.2503 -0.94
H 2.2140 2.0553 1.7543 0.42
H 1.5518 -0.3113 0.0877 0.34
P -5.1992 -1.1080 -1.0774 0.20
O 3.3504 -2.1733 -1.6823 -0.65
C -3.8446 -0.0446 1.2377 0.33
C 0.2017 1.7971 1.1492 -0.96
H -0.1798 1.0942 -0.8933 0.40
H 1.9267 2.5470 0.1156 0.47
C -0.7307 1.4337 -0.0155 -0.94
H 4.9154 -3.4410 -0.1012 0.36
H 5.6704 -1.9483 0.5006 0.40
H -3.1975 -1.7747 0.1447 0.38
H -0.0234 2.8221 1.4381 0.34
C -1.7480 0.3558 0.2989 0.18
C 1.6939 1.7683 0.8428 -1.24
H -2.3815 -0.0775 -1.8283 0.51
H -1.2954 -0.5875 0.6028 0.21
```

The value obtained for the calculated total energy is -42766.867 eV. As for the total charge: +2. Its spin multiplicity is 2. For the energy above the lowest of the compared OMol25 structures with the same formula, charge and spin, the calculation gives 0.0 kJ/mol. Its HOMO-LUMO gap (alpha / beta) is 0.293 / 0.237 hartree.

=====

Density functional theory data (ωB97M-V/def2-TZVPD) for one molecule with the formula C7H13BrS.

Structure (XYZ):
```
22
Properties=species:S:1:pos:R:3:mulliken_charge:R:1
C -0.3063 -0.4793 0.6994 0.27
H 0.7374 -0.7138 -1.2997 0.40
S -0.2756 0.7940 1.9176 -0.19
H -0.5705 1.5114 -1.5458 0.48
C 0.3383 1.3500 -1.1458 -0.91
H -1.1103 -2.9127 0.0060 0.33
H -1.4029 -0.4733 0.4605 0.23
H -0.0251 4.0292 1.0346 0.52
C -0.2618 3.6090 0.1464 -1.63
C 0.1738 -1.7900 1.3559 -0.49
H -1.4343 3.4013 0.1939 0.27
H -0.5083 -2.1492 2.2427 0.26
C 0.5092 2.3769 -0.0864 0.34
H -0.0811 4.3065 -0.5528 0.50
Br 2.2972 2.6955 0.3824 -0.05
H 0.5656 -2.7625 -0.4615 0.31
H 1.1077 1.5934 -1.8320 0.38
C 0.6006 -0.0498 -0.4848 -0.92
H 0.0747 -3.7889 0.7209 0.52
H 1.1451 -1.7531 1.6968 0.40
C -0.1063 -2.8898 0.3671 -1.39
H 1.6476 -0.1187 -0.1077 0.37
```

The value obtained for the calculated total energy is -88344.358 eV. For the energy above the lowest of the compared OMol25 structures with the same formula, charge and spin, the calculation gives 233.6 kJ/mol. Its HOMO-LUMO gap (alpha / beta) is 0.273 / 0.264 hartree.